Record 1
# C24H36O18

6 unconnected molecules or ions with the total composition C24H36O18 at a distorted geometry (ωB97M-V with the def2-TZVPD basis set, OMol25).

Structure (XYZ):
```
78
C24H36O18 (ωB97M-V with the def2-TZVPD basis set)
C -4.17243 -1.53292 -5.38904
C -3.61107 -0.09559 -5.46922
C -2.15292 0.09176 -5.89515
O -2.36323 1.17701 -6.77566
C -3.52953 1.27683 -7.29211
O -3.85532 1.96784 -8.26845
O -4.33553 0.50663 -6.53827
H -3.56956 -2.13206 -6.07144
H -5.22684 -1.68125 -5.62212
H -4.00429 -1.90564 -4.37863
H -3.73184 0.54238 -4.59371
H -1.79528 -0.84146 -6.33024
H -1.56757 0.26859 -4.99282
C 2.52641 1.19325 0.71757
C 1.02222 1.08651 0.59708
C 0.35848 2.10448 1.52287
O -0.62765 2.63274 0.71371
C -0.37674 2.35014 -0.62457
O -0.94473 2.85246 -1.61552
O 0.54891 1.44271 -0.69000
H 3.01762 0.90559 1.64713
H 2.89132 2.17698 0.42226
H 3.05713 0.46020 0.11006
H 0.55387 0.11055 0.72453
H 1.05700 2.89928 1.78452
H -0.05503 1.57797 2.38303
C 3.20903 5.82451 -1.54511
C 4.08578 5.61397 -2.79835
C 4.98016 4.34578 -2.70122
O 4.71060 3.64833 -3.83668
C 3.73309 4.23848 -4.52542
O 3.32389 3.73868 -5.58686
O 3.22150 5.28370 -3.84726
H 2.58104 4.99342 -1.22416
H 2.53368 6.67190 -1.66325
H 3.74077 6.07783 -0.62795
H 4.71013 6.48980 -2.97505
H 4.77448 3.80568 -1.77705
H 6.02988 4.63644 -2.74237
C 2.12877 -8.07667 0.48851
C 1.93682 -6.74269 -0.23462
C 1.30636 -5.59586 0.61521
O 2.09828 -4.52799 0.34480
C 3.17699 -4.82202 -0.32947
O 4.10529 -4.11484 -0.65733
O 3.22139 -6.17670 -0.57615
H 1.18313 -8.52361 0.79532
H 2.70962 -7.88965 1.39169
H 2.67352 -8.79146 -0.12826
H 1.32547 -6.87210 -1.12771
H 1.08795 -5.84693 1.65318
H 0.31591 -5.41171 0.19903
C -5.18650 1.99268 3.38117
C -5.38936 3.12074 2.44985
C -6.15557 2.73005 1.17046
O -7.33662 3.45011 1.36456
C -7.22886 4.38112 2.30530
O -7.93584 5.36155 2.49100
O -6.12563 4.08168 3.08783
H -4.58528 2.33081 4.22515
H -4.56552 1.23692 2.90023
H -6.09200 1.55615 3.80261
H -4.45474 3.63838 2.23390
H -6.45957 1.68370 1.14166
H -5.60143 3.09127 0.30412
C 3.65462 -3.18200 4.85893
C 2.29735 -3.66938 5.38518
C 2.03875 -3.15667 6.78896
O 0.72851 -2.54432 6.56896
C 0.39752 -2.41417 5.28193
O -0.44830 -1.61656 4.82340
O 1.30132 -3.07710 4.56352
H 3.61470 -2.11647 4.63277
H 4.01348 -3.63419 3.93436
H 4.38707 -3.39315 5.63805
H 2.27368 -4.75309 5.49972
H 2.83290 -2.46926 7.08035
H 2.00837 -4.04008 7.42674
```

## Properties
HOMO-LUMO gap: 0.3813 Eh
DFT total energy: -2290.4019 Ha
Spin multiplicity: 1
Strongest force on any atom: 0.106 hartree/bohr
Energy relative to the best compared isomer or geometry (same formula, charge and spin): 99.6 kcal/mol
Structure (SMILES): C[C@H]1COC(=O)O1.C[C@H]1COC(=O)O1.C[C@H]1COC(=O)O1.C[C@H]1COC(=O)O1.C[C@H]1COC(=O)O1.C[C@H]1COC(=O)O1
HOMO level: -10.4245 eV
Net charge: 0


Record 2
# C24H37Br33NO3P

A molecular structure, C24H37Br33NO3P at a distorted geometry (ωB97M-V with the def2-TZVPD basis set, OMol25).

Structure (XYZ):
```
99
C24H37Br33NO3P (ωB97M-V with the def2-TZVPD basis set)
C 4.41153 1.18976 0.86715
C 4.03442 2.61643 0.47345
C 4.14833 2.90267 -0.99652
C 3.10839 2.19004 -1.87026
O 2.19065 1.48032 -1.07604
C 0.98904 1.09993 -1.73806
N 0.55424 -0.08873 -1.00968
C 1.69140 -1.01008 -0.86392
C 1.28998 -2.44576 -0.57348
O 1.14650 0.67133 -3.06373
C 0.03753 1.18422 -3.71015
O -0.69450 0.60424 -4.33786
C 0.08911 2.62745 -3.28469
C 0.09281 2.35315 -1.76264
P -1.74861 2.38534 -1.35178
C -1.85340 3.86447 -0.14747
C -2.35864 1.02769 -0.27065
C -3.54025 0.40956 -1.01961
H 3.51198 0.71836 1.20992
H 4.70731 0.61777 0.01201
H 5.11443 1.14986 1.67185
H 4.75725 3.25065 0.95848
H 3.09723 2.90889 0.88772
H 5.14202 2.72774 -1.35308
H 3.98838 3.95856 -1.11469
H 3.65467 1.52639 -2.52049
H 2.66516 2.95202 -2.49034
H 0.38125 0.24486 -0.07114
H 2.29280 -0.73181 -0.02605
H 2.28664 -1.03332 -1.75344
H 0.62855 -2.84804 -1.31247
H 0.88952 -2.53426 0.42337
H 2.21236 -2.99132 -0.52897
H -0.71094 3.26121 -3.58696
H 1.02096 2.97147 -3.69348
H 0.54820 3.12741 -1.19053
H -2.83149 4.25724 -0.10842
H -1.20839 4.62662 -0.52095
H -1.49036 3.56398 0.82055
H -2.71006 1.38096 0.67924
H -1.67527 0.22714 -0.06422
H -3.19717 -0.20234 -1.81728
H -4.05332 1.21973 -1.50254
H -4.21082 -0.09398 -0.36048
C -2.58795 -5.04647 -1.27778
Br -2.79991 -3.39525 -2.22467
Br -1.35590 -6.21625 -2.17406
Br -2.04635 -4.76620 0.54957
H -3.54831 -5.53883 -1.26117
C -0.15858 -8.30893 1.35854
Br -0.85569 -9.85851 0.45436
Br -0.59274 -8.33592 3.23567
Br 1.72972 -8.09617 1.07877
H -0.64520 -7.44124 0.93626
C 2.14236 6.23683 -3.91214
Br 1.61024 4.90156 -5.18533
Br 1.12863 6.09416 -2.27676
Br 4.02532 6.20669 -3.55240
H 1.91792 7.19821 -4.34751
C -4.40473 5.58086 -3.09160
Br -4.22776 7.50924 -3.12094
Br -5.02456 4.90445 -4.78535
Br -2.78254 4.68520 -2.50691
H -5.16441 5.34885 -2.36238
C -5.58072 -1.32708 3.96018
Br -5.89118 0.39816 3.17020
Br -4.44808 -2.44374 2.87408
Br -4.88717 -1.16863 5.74885
H -6.53760 -1.81885 4.03130
C 6.50129 6.36574 0.26001
Br 7.44410 8.04049 0.28922
Br 4.60271 6.62420 0.13686
Br 7.14451 5.20890 -1.13814
H 6.69723 5.87211 1.19828
C -0.84668 -2.09702 4.01808
Br -0.76384 -4.01994 4.00637
Br 0.25694 -1.37635 5.41767
Br -0.40441 -1.33723 2.29990
H -1.86491 -1.81104 4.23742
C 2.34430 -7.35773 5.63060
Br 3.29148 -6.62989 4.12375
Br 3.53429 -8.15916 6.91239
Br 1.18260 -6.06288 6.44229
H 1.71387 -8.14563 5.24766
C -3.45173 -6.50144 6.81121
Br -3.40678 -4.58042 6.92197
Br -3.62501 -7.10284 4.99270
Br -1.93327 -7.30277 7.68180
H -4.33208 -6.82725 7.34108
C 2.40439 9.95851 -1.66112
Br 1.50253 9.58519 -0.00589
Br 1.31224 11.00572 -2.84833
Br 4.12313 10.76618 -1.36783
H 2.57926 9.00883 -2.14437
C -4.76195 -9.24100 -3.44204
Br -3.86803 -8.63780 -5.03297
Br -3.53093 -10.00437 -2.17878
Br -5.81562 -7.83926 -2.64315
H -5.44382 -10.02189 -3.73701
```

## Properties
HOMO-LUMO gap: 0.2792 Eh
DFT total energy: -86500.7610 Ha
Spin multiplicity: 1
Strongest force on any atom: 0.130 hartree/bohr
HOMO level: -7.9401 eV
Net charge: 0


Record 3
# C24H37BrIN7O3

6 unconnected molecules or ions with the total composition C24H37BrIN7O3 at a distorted geometry (ωB97M-V with the def2-TZVPD basis set, OMol25).

Structure (XYZ):
```
73
C24H37BrIN7O3 (ωB97M-V with the def2-TZVPD basis set)
O 0.76960 3.37565 1.30424
C 1.06199 3.83645 0.14960
O 0.33550 4.81408 -0.48475
C 2.31386 3.19227 -0.61370
N 3.70397 3.48835 -0.35352
I 4.62631 4.76170 0.95974
C 4.40133 2.60066 -1.28226
O 5.83359 2.49120 -1.38093
C 3.47405 1.74330 -2.17328
N 2.17074 2.20551 -1.65378
Br 0.55639 1.53024 -2.28304
H 6.01898 1.63807 -0.89830
H 3.71383 0.96304 -2.96742
C -2.19470 -1.56785 -1.23804
C -1.90882 -3.01562 -1.62537
C -0.47196 -3.44450 -1.31628
C 0.49133 -2.58296 -2.08206
N 1.24471 -1.89823 -2.68726
H -1.57088 -0.86975 -1.80420
H -3.23357 -1.31757 -1.44945
H -2.01530 -1.40446 -0.17405
H -2.11181 -3.14188 -2.69413
H -2.59945 -3.67150 -1.08684
H -0.32245 -4.48951 -1.60015
H -0.26420 -3.35074 -0.24676
C -2.66226 2.80496 1.32820
C -2.94714 1.92461 2.54111
C -2.64901 0.44511 2.28609
C -3.50845 -0.06168 1.16213
N -4.18570 -0.46119 0.27600
H -3.29716 2.53763 0.47828
H -2.86117 3.85320 1.56469
H -1.61623 2.71904 1.01811
H -3.99640 2.04674 2.82986
H -2.33959 2.27112 3.38242
H -2.85524 -0.14116 3.18549
H -1.59614 0.30512 2.02398
C -1.23282 -7.52862 -2.48865
C -0.83566 -8.79270 -1.73420
C -1.80426 -9.13723 -0.60082
C -1.83602 -8.01680 0.40106
N -1.85993 -7.13384 1.19074
H -1.22054 -6.65048 -1.83782
H -0.53129 -7.33742 -3.30454
H -2.23510 -7.62595 -2.91711
H 0.17452 -8.66351 -1.33224
H -0.79696 -9.62957 -2.43772
H -1.48597 -10.05516 -0.09996
H -2.81281 -9.29691 -0.99210
C 6.31962 2.83956 4.72919
C 5.18734 1.81783 4.70032
C 5.63240 0.44972 4.17880
C 6.14055 0.58351 2.76899
N 6.54136 0.69008 1.65854
H 6.70800 3.03845 3.72665
H 5.96236 3.79012 5.13318
H 7.14671 2.49300 5.35648
H 4.37529 2.20481 4.07598
H 4.78787 1.70234 5.71205
H 4.79184 -0.24891 4.19003
H 6.42487 0.03648 4.80891
C -4.54497 5.56428 -2.80722
C -3.59811 5.22746 -1.65976
C -2.53405 4.19891 -2.04771
C -3.19568 2.91242 -2.46581
N -3.71935 1.90057 -2.79498
H -5.11357 4.68857 -3.13116
H -5.26755 6.32204 -2.49347
H -3.99389 5.95519 -3.66835
H -4.18469 4.85309 -0.81425
H -3.10267 6.14397 -1.32670
H -1.87391 4.00278 -1.19786
H -1.92150 4.57244 -2.87283
```

## Properties
HOMO-LUMO gap: 0.2496 Eh
DFT total energy: -4417.1844 Ha
Spin multiplicity: 1
Strongest force on any atom: 0.129 hartree/bohr
HOMO level: -8.6999 eV
Net charge: 0